Record 1
Formula: C33H90N6O9
Source: the Open Molecules 2025 dataset
Level of theory: wB97M-V/def2-TZVPD

Element x y z (Å)
C  -0.660  4.203  4.280
O  -1.983  3.971  3.830
C  -2.028  2.828  2.973
C  -3.486  2.709  2.512
C  -3.700  1.520  1.588
N  -3.918  3.951  1.880
H  -0.304  3.431  4.971
H  -0.684  5.186  4.716
H  0.020  4.114  3.447
H  -1.364  2.999  2.117
H  -1.650  1.966  3.579
H  -4.127  2.654  3.414
H  -3.427  0.578  2.103
H  -3.096  1.664  0.677
H  -4.752  1.404  1.327
H  -3.447  4.064  0.968
H  -3.566  4.754  2.374
C  -3.716  -3.131  -0.865
O  -4.686  -2.422  -1.587
C  -4.678  -1.069  -1.349
C  -5.551  -0.209  -2.198
C  -5.345  1.194  -1.681
N  -6.930  -0.625  -2.083
H  -3.680  -4.119  -1.327
H  -3.933  -3.282  0.215
H  -2.723  -2.732  -0.929
H  -4.964  -0.914  -0.275
H  -3.668  -0.662  -1.500
H  -5.276  -0.235  -3.248
H  -5.851  1.886  -2.370
H  -4.323  1.476  -1.462
H  -5.912  1.167  -0.743
H  -7.628  -0.069  -2.573
H  -7.147  -1.611  -2.237
C  3.972  -2.505  -1.103
O  5.187  -1.857  -1.470
C  5.133  -0.444  -1.671
C  6.504  -0.040  -2.171
C  6.846  -0.688  -3.499
N  7.512  -0.411  -1.066
H  4.255  -3.534  -0.934
H  3.166  -2.346  -1.841
H  3.626  -2.109  -0.130
H  4.345  -0.173  -2.408
H  4.878  0.079  -0.709
H  6.500  1.061  -2.265
H  6.964  -1.760  -3.449
H  7.823  -0.323  -3.831
H  6.251  -0.502  -4.395
H  7.382  -1.400  -0.868
H  8.393  -0.358  -1.570
C  -2.053  0.843  -4.296
O  -2.692  -0.323  -4.665
C  -2.238  -1.510  -4.029
C  -0.988  -2.104  -4.672
C  -1.278  -2.634  -6.062
N  -0.506  -3.236  -3.823
H  -0.972  0.737  -4.507
H  -2.180  1.105  -3.232
H  -2.519  1.638  -4.901
H  -1.954  -1.330  -2.981
H  -3.029  -2.278  -4.029
H  -0.248  -1.307  -4.777
H  -1.715  -3.631  -5.936
H  -0.278  -2.761  -6.500
H  -1.888  -2.021  -6.704
H  -0.267  -2.763  -2.953
H  0.328  -3.664  -4.197
C  3.273  -4.511  2.666
O  2.550  -5.028  1.545
C  1.301  -4.477  1.364
C  0.513  -5.108  0.176
C  1.332  -5.096  -1.099
N  -0.745  -4.373  -0.054
H  2.742  -4.830  3.590
H  3.403  -3.430  2.632
H  4.250  -5.033  2.551
H  0.692  -4.602  2.274
H  1.263  -3.400  1.174
H  0.293  -6.166  0.438
H  2.233  -5.694  -1.045
H  1.494  -4.066  -1.416
H  0.704  -5.578  -1.858
H  -1.293  -4.880  -0.736
H  -1.224  -4.273  0.825
C  -3.184  4.455  -1.784
O  -2.066  4.128  -1.026
C  -1.223  5.196  -0.612
C  -0.136  5.613  -1.625
C  0.885  4.456  -1.703
N  0.578  6.832  -1.209
H  -2.849  4.802  -2.768
H  -3.843  5.206  -1.341
H  -3.710  3.522  -1.929
H  -1.858  6.049  -0.371
H  -0.713  4.850  0.299
H  -0.591  5.819  -2.601
H  1.440  4.552  -2.644
H  0.508  3.441  -1.602
H  1.625  4.652  -0.923
H  1.117  6.716  -0.353
H  -0.091  7.569  -0.993
C  2.048  1.848  2.382
C  3.079  1.923  3.475
C  4.310  2.639  2.995
O  2.599  2.608  4.633
H  1.900  2.841  1.953
H  1.117  1.583  2.878
H  2.314  1.209  1.549
H  3.330  0.917  3.834
H  4.852  2.130  2.196
H  4.895  2.633  3.917
H  4.017  3.640  2.693
H  2.249  3.472  4.388
C  0.891  -1.751  4.149
C  0.777  -2.203  5.575
C  2.112  -2.292  6.210
O  -0.077  -1.405  6.327
H  -0.018  -1.337  3.721
H  1.138  -2.565  3.472
H  1.698  -1.006  4.114
H  0.292  -3.177  5.595
H  2.594  -1.297  6.271
H  2.770  -2.918  5.606
H  2.007  -2.685  7.232
H  0.380  -0.562  6.416
C  -0.348  0.618  -0.839
C  -0.074  -0.686  -0.128
C  -0.979  -0.804  1.087
O  -0.249  -1.716  -1.023
H  0.446  0.788  -1.576
H  -0.341  1.490  -0.204
H  -1.280  0.514  -1.405
H  0.958  -0.674  0.276
H  -0.881  -1.818  1.472
H  -2.041  -0.718  0.786
H  -0.826  -0.044  1.836
H  -0.402  -2.596  -0.606

As for the net charge: 0. The value obtained for the LUMO energy is 0.3923 eV. As for the multiplicity: 1. The HOMO energy comes out at -8.78 eV. The HOMO-LUMO gap comes out at 9.17 eV.

Record 2
Formula: C19H22F2N2O4
Source: the Open Molecules 2025 dataset
Level of theory: wB97M-V/def2-TZVPD

Element x y z (Å)
C  -2.661  -2.350  -0.907
C  -2.216  -0.833  -0.523
C  -0.862  -0.650  -0.960
O  -0.670  -0.653  -2.449
C  0.648  -0.783  -3.205
C  0.946  -2.515  -3.329
C  1.733  -3.250  -2.092
C  2.698  -2.246  -1.816
N  2.314  -0.921  -1.534
C  2.509  -0.437  -0.146
O  2.756  -1.311  0.697
C  2.005  0.891  -0.028
C  1.705  1.238  1.415
C  1.443  2.791  1.145
C  1.070  3.715  2.183
O  0.298  3.290  3.186
C  -0.841  2.331  3.133
C  -1.451  2.452  1.996
F  -1.398  2.873  0.800
C  -2.837  1.673  2.043
C  -3.468  1.143  2.992
C  -2.478  1.030  4.381
C  -1.426  1.849  4.320
F  -0.648  2.179  5.326
O  1.759  2.993  0.026
N  2.335  2.117  -0.733
C  1.741  -0.273  -2.527
H  -2.482  -2.415  -1.974
H  -3.618  -2.320  -0.599
H  -2.222  -3.031  -0.523
H  -2.291  -0.801  0.310
H  -2.782  -0.053  -1.030
H  -0.023  -1.562  -0.684
H  -0.216  0.269  -0.691
H  0.417  -0.838  -4.092
H  -0.158  -3.183  -3.561
H  1.564  -2.627  -4.039
H  0.924  -3.434  -1.122
H  1.836  -4.186  -2.415
H  3.034  -2.812  -0.776
H  3.415  -2.159  -2.622
H  1.577  0.798  2.314
H  0.220  4.541  1.635
H  1.845  4.185  2.632
H  -3.237  1.428  1.071
H  -4.106  0.467  3.232
H  -2.948  0.765  5.226
H  1.635  0.824  -2.313
H  2.609  -0.204  -3.373

As for the net charge: 0. The value obtained for the LUMO energy is -0.2348 eV. As for the multiplicity: 1. The HOMO energy comes out at -8.66 eV. The HOMO-LUMO gap comes out at 8.42 eV.

Record 3
Formula: C15H10N4OS
Source: the Open Molecules 2025 dataset
Level of theory: wB97M-V/def2-TZVPD

Element x y z (Å)
O  -2.664  1.207  0.521
C  -1.534  0.840  0.293
C  -0.435  1.822  -0.073
C  -0.650  3.302  -0.079
C  -1.905  4.113  0.122
C  -1.627  5.422  0.109
S  -0.047  5.848  -0.322
C  0.387  4.161  -0.310
C  0.875  1.312  -0.245
N  1.244  0.009  -0.111
C  0.356  -0.842  0.288
C  0.359  -2.093  0.903
C  1.476  -2.789  1.524
C  1.333  -4.081  2.126
C  2.471  -4.717  2.613
C  3.716  -4.099  2.586
N  3.836  -2.931  1.953
C  2.766  -2.305  1.408
C  -0.950  -2.596  0.919
N  -1.864  -1.612  0.645
N  -1.049  -0.469  0.479
H  -2.793  3.714  0.451
H  -2.473  6.106  0.008
H  1.417  3.839  -0.526
H  1.756  1.914  -0.533
H  0.539  -4.724  2.342
H  2.520  -5.777  2.967
H  4.557  -4.708  2.921
H  2.994  -1.376  0.832
H  -1.273  -3.551  1.275
H  -2.828  -1.661  0.441

As for the net charge: 0. The value obtained for the LUMO energy is -0.1392 eV. As for the multiplicity: 1. The HOMO energy comes out at -7.70 eV. The HOMO-LUMO gap comes out at 7.56 eV.

Repeat the second record exactly.
Formula: C19H22F2N2O4
Source: the Open Molecules 2025 dataset
Level of theory: wB97M-V/def2-TZVPD

Element x y z (Å)
C  -2.661  -2.350  -0.907
C  -2.216  -0.833  -0.523
C  -0.862  -0.650  -0.960
O  -0.670  -0.653  -2.449
C  0.648  -0.783  -3.205
C  0.946  -2.515  -3.329
C  1.733  -3.250  -2.092
C  2.698  -2.246  -1.816
N  2.314  -0.921  -1.534
C  2.509  -0.437  -0.146
O  2.756  -1.311  0.697
C  2.005  0.891  -0.028
C  1.705  1.238  1.415
C  1.443  2.791  1.145
C  1.070  3.715  2.183
O  0.298  3.290  3.186
C  -0.841  2.331  3.133
C  -1.451  2.452  1.996
F  -1.398  2.873  0.800
C  -2.837  1.673  2.043
C  -3.468  1.143  2.992
C  -2.478  1.030  4.381
C  -1.426  1.849  4.320
F  -0.648  2.179  5.326
O  1.759  2.993  0.026
N  2.335  2.117  -0.733
C  1.741  -0.273  -2.527
H  -2.482  -2.415  -1.974
H  -3.618  -2.320  -0.599
H  -2.222  -3.031  -0.523
H  -2.291  -0.801  0.310
H  -2.782  -0.053  -1.030
H  -0.023  -1.562  -0.684
H  -0.216  0.269  -0.691
H  0.417  -0.838  -4.092
H  -0.158  -3.183  -3.561
H  1.564  -2.627  -4.039
H  0.924  -3.434  -1.122
H  1.836  -4.186  -2.415
H  3.034  -2.812  -0.776
H  3.415  -2.159  -2.622
H  1.577  0.798  2.314
H  0.220  4.541  1.635
H  1.845  4.185  2.632
H  -3.237  1.428  1.071
H  -4.106  0.467  3.232
H  -2.948  0.765  5.226
H  1.635  0.824  -2.313
H  2.609  -0.204  -3.373

As for the net charge: 0. The value obtained for the LUMO energy is -0.2348 eV. As for the multiplicity: 1. The HOMO energy comes out at -8.66 eV. The HOMO-LUMO gap comes out at 8.42 eV.